The following is a quantum chemistry calculation of one molecule with the formula C2H9N5O in a non-equilibrium geometry, from OMol25.

Geometry (Å):
C1 -1.742 -0.013 1.467
N1 -0.765 0.726 0.690
O1 0.147 1.425 1.598
C2 0.118 -0.121 -0.001
N2 0.017 -0.507 -1.253
N3 -1.179 -0.095 -1.975
N4 1.449 -0.475 0.384
N5 2.157 -1.077 -0.782
H1 -1.449 -0.781 2.113
H2 -2.645 0.391 2.026
H3 -2.229 -0.629 0.615
H4 -0.108 2.353 1.124
H5 -1.070 -0.474 -2.924
H6 -1.209 0.949 -2.107
H7 2.111 0.248 0.715
H8 1.733 -1.979 -0.859
H9 1.678 -0.686 -1.738

Atomic forces in eV per Å
C -3.5 -1.7 -2.5
N 1.1 -0.5 1.9
O -2.0 4.2 -2.2
C 2.1 -0.6 -4.1
N -4.2 1.5 0.2
N 0.3 0.5 0.0
N 0.9 -0.2 -1.0
N 0.0 1.4 -0.4
H 1.7 -1.0 1.1
H 1.5 1.0 -1.1
H 0.4 0.9 1.2
H 1.6 -2.7 2.4
H 0.0 0.1 0.7
H 0.2 -1.3 0.5
H -1.3 -0.4 0.0
H 0.0 -1.0 0.2
H 1.4 -0.4 3.1

Calculated values
HOMO level = -8.288 eV
LUMO level = 0.67 eV
total charge = 0
frontier orbital gap = 0.329 hartree
energy above the lowest of the compared OMol25 structures with the same formula, charge and spin = 173.1 kcal per mole
energy = -430.4081 a.u.
SMILES = CN(O)/C(=N\N)NN

natural (NBO) atomic charge list, values in e, 2 entries:
1 C -0.45
2 N -0.19

***

The following is a quantum chemistry calculation of a 2-piece molecular cluster, C2H9NO overall in a non-equilibrium geometry, from OMol25.

Geometry (Å):
C1 0.117 -0.370 1.037
C2 0.075 -1.387 -0.083
N1 0.734 -0.689 -1.201
H1 -0.465 -0.697 1.916
H2 -0.273 0.605 0.700
H3 1.170 -0.242 1.341
H4 0.502 -2.402 0.027
H5 -0.961 -1.496 -0.459
H6 0.718 -1.353 -1.983
H7 1.718 -0.596 -0.927
O1 -1.431 3.117 -0.095
H8 -1.286 2.382 -0.733
H9 -0.619 3.127 0.461

Atomic forces in eV per Å
C 0.1 -0.6 1.1
C -0.9 0.8 -1.4
N 0.7 -0.8 -0.5
H 0.3 0.2 -0.2
H 0.1 -0.6 0.0
H -0.4 0.1 0.1
H -0.2 0.5 0.8
H 0.2 -0.3 0.6
H 0.3 0.6 0.0
H -0.3 0.1 -0.4
O 0.9 -0.7 0.0
H -0.1 0.7 0.7
H -0.9 0.0 -0.7

Calculated values
HOMO level = -9.751 eV
LUMO level = 1.00 eV
total charge = 0
frontier orbital gap = 0.395 hartree
energy above the lowest of the compared OMol25 structures with the same formula, charge and spin = 8.2 kcal per mole
energy = -211.5721 a.u.
SMILES = CCN.O

natural (NBO) atomic charge list, values in e, 2 entries:
1 C -0.61
2 C -0.23

***

The following is a quantum chemistry calculation of a 2-piece molecular cluster, C2H9NO overall in a non-equilibrium geometry, from OMol25.

Geometry (Å):
C1 0.285 0.394 -1.635
C2 0.288 1.254 -0.363
O1 0.805 0.561 0.758
H1 -0.095 0.988 -2.477
H2 -0.356 -0.487 -1.539
H3 1.286 0.028 -1.901
H4 0.934 2.136 -0.495
H5 -0.735 1.605 -0.171
H6 0.085 -0.330 0.802
N1 -0.566 -1.386 1.660
H7 -1.559 -1.442 1.479
H8 -0.320 -1.160 2.607
H9 -0.052 -2.162 1.275

Atomic forces in eV per Å
C 0.1 0.4 -0.2
C 0.8 0.0 0.0
O -2.4 -2.3 -0.9
H 0.1 -0.2 0.1
H -0.1 0.1 0.1
H -0.1 0.2 0.2
H -0.3 -0.1 -0.2
H 0.0 0.1 0.0
H 2.5 2.8 1.0
N -0.5 -0.3 -0.8
H 0.1 -0.3 0.3
H 0.0 -0.1 0.1
H -0.1 -0.3 0.3

Calculated values
HOMO level = -8.882 eV
LUMO level = 0.75 eV
total charge = 0
frontier orbital gap = 0.354 hartree
energy above the lowest of the compared OMol25 structures with the same formula, charge and spin = 16.4 kcal per mole
energy = -211.5590 a.u.
SMILES = CCO.N

natural (NBO) atomic charge list, values in e, 2 entries:
1 C -0.64
2 C -0.06

***

The following is a quantum chemistry calculation of a 2-piece molecular cluster, C2H9NO overall in a non-equilibrium geometry, from OMol25.

Geometry (Å):
C1 -0.158 -1.382 -0.944
N1 1.281 -1.015 -0.752
H1 0.012 -2.146 -1.729
H2 -0.724 -1.954 -0.031
H3 -0.705 -0.526 -1.185
H4 1.258 -0.524 0.149
H5 1.845 -1.931 -0.521
C2 -0.845 1.585 0.926
O1 0.487 1.379 1.220
H6 -1.252 0.625 1.323
H7 -1.196 2.374 1.446
H8 -1.055 1.772 -0.157
H9 1.052 1.744 0.257

Atomic forces in eV per Å
C 1.5 -3.7 1.5
N 0.3 -1.6 2.2
H -1.5 0.6 0.0
H 1.4 1.4 -1.8
H -0.9 1.1 -0.8
H 0.6 0.1 -0.3
H -1.5 2.3 -0.7
C -0.5 -3.3 -1.7
O 5.1 2.0 -5.0
H -0.9 0.8 -0.7
H -1.5 2.7 1.8
H 0.0 -0.5 0.8
H -2.2 -1.7 4.8

Calculated values
HOMO level = -9.534 eV
LUMO level = 0.78 eV
total charge = 0
frontier orbital gap = 0.379 hartree
energy above the lowest of the compared OMol25 structures with the same formula, charge and spin = 56.3 kcal per mole
energy = -211.4954 a.u.
SMILES = CN.CO

natural (NBO) atomic charge list, values in e, 2 entries:
1 C -0.41
2 N -0.84

***

The following is a quantum chemistry calculation of a 2-piece molecular cluster, C2H9NO overall in a non-equilibrium geometry, from OMol25.

Geometry (Å):
C1 -0.687 -1.226 0.854
O1 -0.391 -0.090 -0.082
C2 -0.744 1.183 0.559
H1 -0.441 -0.918 1.916
H2 -0.105 -2.121 0.771
H3 -1.720 -1.418 0.769
H4 -1.707 1.495 0.063
H5 -0.071 2.034 0.544
H6 -0.923 0.993 1.580
N1 1.953 -0.075 -1.730
H7 1.233 -0.698 -1.387
H8 1.608 0.748 -1.133
H9 1.995 0.093 -2.725

Atomic forces in eV per Å
C 1.0 2.7 1.0
O 0.5 -0.5 2.0
C -1.8 -0.9 -1.7
H -0.5 0.0 -1.1
H 0.5 -0.3 -1.2
H -1.2 -0.5 0.0
H 0.8 0.0 0.6
H 0.8 -0.4 -0.7
H -0.4 -0.1 1.3
N -0.4 1.5 2.5
H 0.0 -0.6 -1.1
H 1.2 -1.0 -1.9
H -0.6 0.1 0.2

Calculated values
HOMO level = -9.278 eV
LUMO level = 0.97 eV
total charge = 0
frontier orbital gap = 0.377 hartree
energy above the lowest of the compared OMol25 structures with the same formula, charge and spin = 38.6 kcal per mole
energy = -211.5236 a.u.
SMILES = COC.N

natural (NBO) atomic charge list, values in e, 2 entries:
1 C -0.25
2 O -0.58

***

The following is a quantum chemistry calculation of a 2-piece molecular cluster, C2H9NO overall in a non-equilibrium geometry, from OMol25.

Geometry (Å):
C1 -0.315 1.518 0.931
C2 -0.932 0.175 0.427
N1 -0.670 0.014 -0.978
H1 -0.539 1.615 1.984
H2 0.808 1.513 0.828
H3 -0.673 2.402 0.396
H4 -0.437 -0.668 0.994
H5 -1.935 0.198 0.808
H6 0.311 0.035 -1.043
H7 -0.977 -0.938 -1.272
O1 1.836 -1.538 -0.965
H8 1.909 -2.047 -1.809
H9 1.612 -2.279 -0.301

Atomic forces in eV per Å
C 1.1 -0.8 -0.4
C 1.9 0.5 1.7
N -2.5 -0.8 -0.5
H 0.0 0.2 0.3
H -1.0 -0.1 0.1
H -0.2 -0.3 0.0
H -0.3 0.7 -0.1
H -1.0 -0.2 -0.8
H 1.3 -0.2 -0.5
H 0.5 1.1 0.2
O -0.3 -2.7 0.5
H 0.0 0.7 0.9
H 0.5 1.8 -1.4

Calculated values
HOMO level = -8.894 eV
LUMO level = 0.60 eV
total charge = 0
frontier orbital gap = 0.349 hartree
energy above the lowest of the compared OMol25 structures with the same formula, charge and spin = 11.5 kcal per mole
energy = -211.5667 a.u.
SMILES = CCN.O

natural (NBO) atomic charge list, values in e, 2 entries:
1 C -0.61
2 C -0.21

***

The following is a quantum chemistry calculation of a 3-piece molecular cluster, C2H9NO2 overall in a non-equilibrium geometry, from OMol25.

Geometry (Å):
C1 -0.187 -2.699 -0.449
C2 1.009 -2.452 0.113
N1 2.080 -1.932 -0.662
H1 -0.131 -3.221 -1.388
H2 -1.197 -2.396 -0.188
H3 1.061 -2.371 1.204
H4 1.734 -1.224 -1.287
H5 2.747 -1.486 -0.044
O1 -0.739 4.270 0.110
H6 -0.949 5.156 -0.189
H7 -1.604 3.849 0.189
O2 -1.672 1.558 0.945
H8 -1.261 1.015 0.275
H9 -0.892 1.933 1.371

Atomic forces in eV per Å
C 0.2 -0.7 -0.9
C -1.3 1.9 0.4
N 0.2 -1.0 0.9
H 0.0 0.8 -1.1
H 0.3 -0.9 1.2
H 0.4 0.5 -0.2
H -0.1 -0.2 -0.2
H 0.2 -0.3 -0.2
O -0.2 -0.1 0.0
H 0.1 0.2 -0.1
H 0.1 -0.2 0.0
O 0.2 0.2 0.2
H -0.1 -0.4 -0.5
H -0.1 0.2 0.2

Calculated values
HOMO level = -8.226 eV
LUMO level = 0.60 eV
total charge = 0
frontier orbital gap = 0.324 hartree
energy above the lowest of the compared OMol25 structures with the same formula, charge and spin = 34.3 kcal per mole
energy = -286.7637 a.u.
SMILES = C=CN.O.O

natural (NBO) atomic charge list, values in e, 2 entries:
1 C -0.53
2 C 0.02

***

The following is a quantum chemistry calculation of a 2-piece molecular cluster, C2H9NO2 overall in a non-equilibrium geometry, from OMol25.

Geometry (Å):
C1 1.793 0.650 -0.458
N1 0.761 -0.278 -0.030
C2 -0.153 -0.815 -0.959
O1 0.048 -2.239 -1.180
H1 1.374 1.596 -0.835
H2 2.418 0.890 0.377
H3 2.360 0.204 -1.260
H4 0.425 -0.101 0.904
H5 0.018 -0.341 -1.925
H6 -1.163 -0.800 -0.579
H7 1.003 -2.361 -1.148
O2 -2.840 1.574 2.296
H8 -3.121 0.901 1.655
H9 -2.921 1.120 3.144

Atomic forces in eV per Å
C -1.2 0.2 -0.4
N 0.5 0.1 0.8
C 0.7 -1.2 -0.1
O 0.0 0.3 0.1
H 0.1 0.0 0.0
H 0.5 0.0 0.4
H 0.5 -0.1 -0.2
H -0.1 -0.1 -0.2
H -0.5 0.4 -0.1
H -0.4 0.5 -0.3
H 0.0 -0.1 0.0
O -0.1 -0.5 -0.1
H 0.1 0.4 0.2
H 0.0 0.2 -0.1

Calculated values
HOMO level = -8.992 eV
LUMO level = 0.67 eV
total charge = 0
frontier orbital gap = 0.355 hartree
energy above the lowest of the compared OMol25 structures with the same formula, charge and spin = 9.4 kcal per mole
energy = -286.8033 a.u.
SMILES = CNCO.O

natural (NBO) atomic charge list, values in e, 2 entries:
1 C -0.40
2 N -0.66

***

The following is a quantum chemistry calculation of a 3-piece molecular cluster, C2H9NO4 overall in a non-equilibrium geometry, from OMol25.

Geometry (Å):
O1 0.781 0.381 -0.006
C1 -0.272 1.097 -0.043
O2 -0.311 2.238 -0.889
C2 -1.390 1.096 0.920
N1 -0.908 1.176 2.320
H1 0.329 2.084 -1.600
H2 -2.119 1.906 0.768
H3 -2.195 0.297 0.941
H4 0.071 1.035 2.423
H5 -1.110 2.027 2.804
H6 0.252 -2.809 -0.281
H7 0.792 -1.535 0.358
O3 1.089 -2.379 -0.062
H8 1.841 -1.537 -2.876
H9 1.501 -2.617 -1.914
O4 1.649 -2.460 -2.864

Atomic forces in eV per Å
O 0.7 -0.5 0.4
C -1.7 -0.2 -0.8
O 0.3 0.5 -0.4
C -1.0 0.3 0.8
N -0.7 -0.5 1.1
H -0.1 -0.2 0.4
H 0.8 0.5 -0.3
H 1.2 -0.5 -0.4
H 0.8 -0.3 -0.5
H -0.3 0.6 -0.1
H 0.1 0.0 0.1
H 0.5 0.4 -0.7
O -0.6 -0.3 0.4
H 0.2 1.1 0.0
H 0.1 0.2 0.0
O -0.2 -1.2 0.1

Calculated values
HOMO level (spin up / spin down) = 0.200 / -4.698 eV
LUMO level (spin up / spin down) = 3.92 / 3.87 eV
total charge = -1
frontier orbital gap (spin up / spin down) = 0.137 / 0.315 hartree
⟨S²⟩ = 0.753
energy above the lowest of the compared OMol25 structures with the same formula, charge and spin = 0.0 kcal per mole
energy = -437.2897 a.u.
multiplicity = 2

natural (NBO) atomic charge list, values in e, 2 entries:
1 O -0.87
2 C 0.43

***

The following is a quantum chemistry calculation of a 3-piece molecular cluster, C2H9NO4 overall in a non-equilibrium geometry, from OMol25.

Geometry (Å):
N1 2.315 -0.486 -1.895
C1 1.856 0.599 -1.214
C2 0.722 0.508 -0.257
O1 0.548 -0.541 0.357
O2 -0.144 1.563 -0.200
H1 1.881 -1.352 -1.651
H2 2.075 -0.399 -2.932
H3 1.647 1.362 -1.973
H4 2.682 0.948 -0.519
H5 -0.882 1.208 0.267
O3 -2.561 -3.584 0.062
H6 -3.423 -3.802 -0.249
H7 -2.550 -4.293 0.697
O4 -1.258 2.543 3.532
H8 -2.061 2.467 3.024
H9 -0.847 3.261 2.951

Atomic forces in eV per Å
N 0.2 -3.0 -4.2
C 0.5 4.4 1.6
C -1.1 -2.8 0.2
O -0.2 1.9 -0.5
O 1.7 -0.3 -0.7
H -0.1 -0.6 0.7
H 0.6 -0.1 2.0
H 0.1 0.5 0.7
H -0.6 0.3 -0.7
H -1.1 -0.3 1.0
O 0.3 -0.1 0.3
H -1.3 0.5 -1.2
H 1.0 -0.3 0.9
O 1.1 1.9 -1.6
H -0.9 -0.6 0.1
H -0.2 -1.3 1.5

Calculated values
HOMO level = -9.509 eV
LUMO level = 0.48 eV
total charge = 0
frontier orbital gap = 0.367 hartree
energy above the lowest of the compared OMol25 structures with the same formula, charge and spin = 35.0 kcal per mole
energy = -437.2917 a.u.
SMILES = NCC(=O)O.O.O

natural (NBO) atomic charge list, values in e, 2 entries:
1 N -0.81
2 C -0.32